No. 1
# C20H33HfN3O7S3Si2

A structure of composition C20H33HfN3O7S3Si2 at a distorted geometry (ωB97M-V/def2-TZVPD, OMol25).

- strongest force on any atom (eV/Å) = 1.99
- HOMO-LUMO gap (eV) = 8.68
- LUMO level (eV) = -0.3

CARTESIAN COORDINATES (ANGSTROEM)
Hf -0.154 0.973 0.008
C -2.123 2.102 2.982
Si -0.287 1.878 3.237
C 0.847 3.305 2.828
C -0.059 1.689 5.086
C 0.213 0.373 2.147
C 1.682 0.273 1.881
C 2.678 0.333 2.864
C 3.994 0.248 2.468
C 4.300 0.116 1.109
C 3.271 0.071 0.204
N 1.984 0.130 0.578
Si -0.369 -1.326 2.765
C -0.138 -1.528 4.608
C -2.163 -1.708 2.474
C 0.745 -2.621 2.006
H -2.407 3.158 2.997
H -2.656 1.598 3.793
H -2.487 1.692 2.040
H 0.307 4.255 2.875
H 1.306 3.259 1.839
H 1.651 3.338 3.569
H -0.190 2.683 5.527
H 0.936 1.339 5.371
H -0.792 1.026 5.543
H 2.396 0.441 3.901
H 4.791 0.286 3.201
H 5.322 0.056 0.763
H 3.465 -0.021 -0.858
H -0.873 -0.963 5.179
H 0.856 -1.236 4.957
H -0.278 -2.586 4.853
H -2.792 -1.087 3.118
H -2.337 -2.754 2.746
H -2.491 -1.558 1.447
H 1.711 -2.627 2.519
H 0.924 -2.456 0.942
H 0.295 -3.611 2.121
C 1.874 0.264 -3.612
C 0.416 0.156 -3.347
N -0.161 0.020 -2.164
C -1.526 -0.043 -2.425
C -1.759 0.049 -3.750
N -0.514 0.152 -4.316
C -2.937 0.069 -4.656
O -4.130 0.065 -4.098
O -2.748 0.083 -5.847
C -2.498 0.014 -1.311
O -3.693 0.066 -1.497
O -1.912 0.037 -0.123
H 2.393 0.476 -2.683
H 2.076 1.081 -4.304
H 2.257 -0.663 -4.043
H -0.377 0.251 -5.312
H -4.054 0.063 -3.112
O -0.498 4.842 -1.116
S -0.343 3.432 -1.033
O -0.794 2.856 0.356
O -1.070 2.569 -1.970
S 1.557 2.740 -1.055
C -0.710 -4.682 -0.943
S -0.372 -2.990 -1.440
C 1.375 -3.146 -1.834
H -0.094 -4.963 -0.087
H -0.540 -5.377 -1.765
H -1.759 -4.731 -0.655
H 1.533 -3.635 -2.796
H 1.886 -3.708 -1.051
H 1.799 -2.142 -1.867

=====

No. 2
# C31H52BN2P2Ru

A structure of composition C31H52BN2P2Ru at a distorted geometry (ωB97M-V/def2-TZVPD, OMol25).

- 2S+1 = 6
- strongest force on any atom (eV/Å) = 14.25
- HOMO-LUMO gap (spin up / spin down) (eV) = 3.71 / 6.23
- ⟨S²⟩ = 8.78
- LUMO level (spin up / spin down) (eV) = 0.5 / -1.0

CARTESIAN COORDINATES (ANGSTROEM)
Ru 0.000 0.000 0.000
C 3.232 2.330 -1.024
C 3.840 0.914 -0.924
C 5.148 1.026 -0.108
C 4.151 0.452 -2.359
P 2.506 -0.215 -0.126
C 2.559 0.387 1.700
N 1.376 -0.062 2.423
B -0.051 0.104 1.976
N -0.848 -1.054 2.544
C -1.672 -1.996 1.757
P -1.249 -2.116 -0.128
C -1.827 -3.912 -0.518
C -0.688 -4.844 -0.057
C -2.002 -4.120 -2.032
C -3.120 -4.353 0.213
C -2.465 -0.838 -0.917
C -2.109 -0.660 -2.407
C -3.951 -1.216 -0.787
C -2.276 0.536 -0.250
C 0.035 -1.554 3.546
C -0.246 -2.562 4.475
C 0.770 -2.968 5.356
C 2.049 -2.384 5.290
C 2.328 -1.389 4.340
C 1.300 -0.987 3.481
C 3.075 -2.054 -0.128
C 4.578 -2.269 0.102
C 2.667 -2.664 -1.486
C 2.334 -2.835 0.966
H 3.938 3.028 -1.524
H 3.008 2.753 -0.025
H 2.290 2.311 -1.611
H 5.846 1.737 -0.603
H 5.696 0.080 -0.016
H 4.955 1.415 0.912
H 4.840 1.167 -2.859
H 3.218 0.392 -2.960
H 4.651 -0.530 -2.379
H 2.546 1.493 1.726
H 3.494 0.040 2.183
H -2.751 -1.838 1.947
H -1.436 -3.006 2.136
H 0.258 -4.593 -0.585
H -0.929 -5.907 -0.278
H -0.506 -4.759 1.034
H -1.086 -3.813 -2.580
H -2.870 -3.561 -2.420
H -2.201 -5.190 -2.259
H -3.013 -4.314 1.313
H -3.356 -5.409 -0.043
H -4.005 -3.763 -0.059
H -2.241 -1.583 -2.992
H -1.050 -0.341 -2.514
H -2.754 0.117 -2.874
H -4.193 -2.113 -1.380
H -4.593 -0.408 -1.199
H -4.240 -1.366 0.273
H -1.229 0.886 -0.363
H -2.548 0.495 0.825
H -2.932 1.300 -0.721
H -1.224 -3.022 4.520
H 0.569 -3.742 6.086
H 2.826 -2.711 5.968
H 3.316 -0.955 4.279
H 5.180 -1.867 -0.730
H 4.811 -3.356 0.135
H 4.896 -1.822 1.066
H 3.173 -2.168 -2.333
H 1.571 -2.560 -1.641
H 2.919 -3.745 -1.529
H 2.680 -2.509 1.959
H 2.550 -3.924 0.898
H 1.243 -2.697 0.894
C -1.289 1.800 0.000
C -2.181 2.946 -0.002
C -2.666 3.460 1.203
C -3.485 4.593 1.207
C -3.818 5.218 0.006
C -3.336 4.709 -1.199
C -2.520 3.575 -1.203
H -0.651 1.587 0.884
H -0.732 1.505 -0.915
H -2.411 2.989 2.148
H -3.859 4.988 2.148
H -4.451 6.102 0.010
H -3.592 5.197 -2.136
H -2.146 3.196 -2.151
H 0.000 0.000 -1.828

=====

No. 3
# C6H9F2N2S2

The ion C6H9F2N2S2 with charge +1 at a distorted geometry (ωB97M-V/def2-TZVPD, OMol25).

- strongest force on any atom (eV/Å) = 5.66
- HOMO-LUMO gap (eV) = 8.32
- net charge = +1
- LUMO level (eV) = -3.7

CARTESIAN COORDINATES (ANGSTROEM)
C -0.206 2.028 0.175
C 1.188 1.763 0.036
C -1.174 1.122 0.019
C 1.696 0.559 0.276
C 0.242 -0.880 0.534
C -0.958 -0.356 -0.289
N -2.038 -1.182 -0.056
N 0.784 -2.102 -0.006
F 1.971 2.802 -0.318
F -0.465 -0.545 -1.633
S -2.895 1.542 0.100
S 3.219 -0.131 0.082
H -0.598 2.957 0.351
H 0.096 -0.784 1.538
H -1.897 -2.094 0.392
H -2.858 -0.914 -0.464
H 0.873 -2.837 0.661
H 1.852 -1.843 -0.222
H 0.299 -2.330 -0.831
H -2.719 2.782 0.726
H 3.587 0.442 -1.070

=====

No. 4
# C7H10O

An isolated molecule of C7H10O at a distorted geometry (ωB97M-V/def2-TZVPD, OMol25).

- SMILES string = C=C=C(CC)C(C)=O
- strongest force on any atom (eV/Å) = 8.30
- HOMO-LUMO gap (spin up / spin down) (eV) = 7.87 / 8.18
- LUMO level (spin up / spin down) (eV) = -0.9 / -0.6

CARTESIAN COORDINATES (ANGSTROEM)
C 2.330 0.710 -0.109
C 1.224 0.103 -0.412
C -0.442 -0.067 -0.517
C -1.038 -1.442 -0.629
C -0.325 -2.362 0.438
C -1.148 1.144 -0.344
C -0.250 2.244 0.299
O -2.373 1.303 -0.439
H 3.051 0.888 -0.892
H 2.568 0.975 0.921
H -0.994 -1.868 -1.660
H -2.014 -1.189 -0.154
H -0.551 -2.169 1.484
H -0.600 -3.458 0.422
H 0.690 -2.421 0.339
H 0.459 2.646 -0.441
H 0.365 1.977 1.117
H -0.951 2.986 0.578

=====

DFT total energy per entry: -89654.352 -57789.928 -36443.686 -9463.676 eV